# C20H57NO12P

10 unconnected molecules or ions with the total composition C20H57NO12P at a distorted geometry (the ωB97M-V functional and the def2-TZVPD basis, the OMol25 dataset).

CARTESIAN COORDINATES (ANGSTROEM)
P (-0.156, -0.399, -0.790)
O (2.946, 6.663, 5.900)
O (-3.233, -3.861, -2.066)
O (0.198, -2.337, -8.553)
O (4.702, -0.781, 4.258)
O (-1.245, 2.303, 3.231)
O (0.783, -0.656, -3.997)
O (-2.037, 4.793, 2.023)
O (-2.832, -5.899, 1.250)
O (-0.192, -0.873, -6.034)
O (-1.274, -1.762, 4.200)
O (4.080, 4.219, 1.046)
O (2.336, 0.496, 2.863)
N (-1.982, 0.300, -2.686)
C (-2.070, -2.936, 4.039)
C (6.090, -0.825, 3.924)
C (-2.378, -2.949, -1.422)
C (0.012, -0.245, -4.841)
C (0.672, -2.029, -0.739)
C (-1.747, -0.549, -1.747)
C (3.894, 5.015, 2.216)
C (2.211, 5.458, 5.724)
C (1.511, -2.457, -9.101)
C (0.066, 2.553, 3.760)
C (-0.806, 1.022, -4.706)
C (-1.112, 1.325, -3.245)
C (3.100, 1.042, 1.787)
C (-4.038, -5.849, 0.486)
C (-2.918, -1.516, -1.622)
C (-1.217, 5.303, 0.985)
C (-3.354, 0.131, -3.210)
C (-2.498, -4.920, -2.655)
C (-0.784, -0.046, 0.893)
C (-3.518, -1.385, -3.043)
H (-1.628, 1.580, 3.732)
H (-1.695, 3.926, 2.278)
H (2.929, 4.750, 2.642)
H (0.686, 1.665, 3.651)
H (-2.302, -3.178, -0.359)
H (-3.668, -1.226, -0.893)
H (0.331, -2.653, 0.083)
H (-2.022, -4.594, -3.583)
H (3.893, 6.080, 1.974)
H (-0.588, -1.962, 4.840)
H (-4.569, -1.613, -3.151)
H (-3.986, 0.581, -2.442)
H (-0.341, -1.815, -5.907)
H (-1.722, -5.300, -1.992)
H (4.674, 4.811, 2.954)
H (1.614, -1.858, -10.008)
H (-0.246, 1.850, -5.135)
H (-0.986, -0.940, 1.477)
H (-1.607, 6.279, 0.702)
H (4.482, 0.128, 4.474)
H (6.706, -0.498, 4.764)
H (2.698, -0.374, 3.064)
H (0.059, -1.414, -8.335)
H (4.149, 1.146, 2.070)
H (0.007, 2.845, 4.811)
H (-1.710, 0.519, 0.828)
H (1.665, -3.503, -9.352)
H (0.619, -2.561, -1.680)
H (1.800, 5.106, 6.674)
H (3.030, 0.413, 0.894)
H (-2.874, -1.882, -3.760)
H (-0.180, 1.369, -2.697)
H (-4.563, -4.903, 0.640)
H (1.719, -1.799, -0.568)
H (-1.236, 4.652, 0.102)
H (-0.040, 0.572, 1.379)
H (-2.850, -2.705, 3.317)
H (0.501, 3.371, 3.189)
H (-2.264, -5.185, 0.958)
H (-4.671, -6.663, 0.825)
H (6.336, -1.856, 3.688)
H (-3.831, -5.981, -0.575)
H (-1.595, 2.294, -3.158)
H (2.702, 2.027, 1.557)
H (-0.180, 5.426, 1.314)
H (-1.701, 0.909, -5.310)
H (-1.399, -2.981, -1.892)
H (6.307, -0.201, 3.053)
H (-1.474, -3.771, 3.663)
H (2.847, 4.678, 5.294)
H (2.270, -2.151, -8.377)
H (-3.583, 0.603, -4.153)
H (-2.541, -3.226, 4.980)
H (-3.175, -5.733, -2.881)
H (4.929, 4.448, 0.664)
H (1.393, 5.669, 5.040)
H (3.668, 6.487, 6.507)

* E_LUMO: -3.631 eV
* HOMO level: -11.7 eV
* net charge: +1
* max |F|: 1.8 eV/A
* multiplicity: 1

These are the Mulliken partial charges, in e, on atoms 1 to 4:
1. P 0.17
2. O -0.53
3. O -0.42
4. O -0.49